Entry 1:
Formula: C28H33KN4O4S5
Source: OMol25
Level of theory: ωB97M-V/def2-TZVPD

* LUMO level: 3.21 eV
* total energy: -114223.86681 eV
* HOMO energy: -0.30 eV
* 2S+1: 1
* total charge: -2
* ΔE to the lowest compared entry with this formula, charge and spin: 0.0000 eV

Geometry (Å):
1 K -0.241295 -1.187704 -1.403953
2 S -2.530506 1.740376 -1.498589
3 C -3.238832 1.334703 -2.942651
4 C -4.637742 1.148792 -3.094953
5 C -5.228457 0.841304 -4.298936
6 C -6.636679 0.736081 -4.244309
7 N -7.794060 0.608343 -4.250307
8 C -4.451036 0.657480 -5.436527
9 C -3.093285 0.855659 -5.401416
10 C -2.442752 1.269941 -4.198189
11 S -0.805886 1.511855 -4.189524
12 C -4.995697 0.260764 -6.691312
13 N -5.409750 -0.051072 -7.740450
14 H -5.317753 1.353543 -2.250193
15 H -2.517440 0.681659 -6.324537
16 C 2.926115 -2.177081 -3.670934
17 S 3.449098 -1.927937 -1.933436
18 C 3.605220 -3.646440 -1.424532
19 O 2.187577 -1.344729 -1.292086
20 H 3.598581 -2.876477 -4.194154
21 H 2.924528 -1.186030 -4.165101
22 H 1.900769 -2.596199 -3.650947
23 H 4.138523 -4.178479 -2.236768
24 H 2.597641 -4.077289 -1.214849
25 H 4.217296 -3.704012 -0.506946
26 C -1.015998 -5.390466 -2.290668
27 C -0.280168 -4.072438 -1.981841
28 O -0.348864 -3.181091 -2.886578
29 O 0.315158 -4.096943 -0.883908
30 H -2.097364 -5.323518 -2.013741
31 H -0.551131 -6.218456 -1.727510
32 H -0.989995 -5.634204 -3.350302
33 S 1.993424 6.071656 0.719261
34 C 1.750712 4.427351 0.088492
35 C 2.470806 3.329555 0.519882
36 C 2.198390 2.085604 -0.063960
37 N 1.222718 1.853128 -0.914943
38 C 0.551915 2.934109 -1.315829
39 C 0.777553 4.227357 -0.872425
40 C 0.874326 6.068566 2.093134
41 C 1.326224 5.763672 3.359506
42 C 0.447872 5.919492 4.430327
43 N -0.806775 6.374762 4.330963
44 C -1.180013 6.721906 3.114775
45 C -0.408464 6.559230 1.974050
46 H 3.244419 3.414035 1.283629
47 H 2.857857 1.251423 0.149843
48 H -0.226605 2.783172 -2.079291
49 H 0.114659 5.029308 -1.245225
50 H 2.345428 5.435114 3.537060
51 H 0.733346 5.683599 5.460249
52 H -2.156604 7.184300 3.048467
53 H -0.779324 6.896628 0.977185
54 C 2.620447 0.462979 4.871470
55 C 2.178176 -0.688957 3.966922
56 C 0.703639 -0.896762 3.610765
57 S 0.716936 -1.807696 2.050570
58 O -0.622161 -1.531683 1.361139
59 C 0.726460 -3.501474 2.719439
60 C -0.661561 -3.908042 3.175420
61 C -1.039756 -5.275275 2.539305
62 H 3.644138 0.301532 5.222710
63 H 2.019752 0.496902 5.784462
64 H 2.590806 1.472821 4.421578
65 H 2.486198 -1.635371 4.438736
66 H 2.795403 -0.664612 3.047422
67 H 0.228926 0.092269 3.488023
68 H 0.130569 -1.474148 4.351005
69 H 1.526185 -3.595134 3.492771
70 H 0.969267 -4.113484 1.853501
71 H -1.437024 -3.150164 2.849415
72 H -0.760630 -3.908179 4.305956
73 H -1.156868 -5.152519 1.478608
74 H -1.965451 -5.627727 2.983310
75 H -0.281133 -6.039176 2.782470

Atoms 1-6, force components in eV/Å:
K -0.777 1.027 0.117
S 0.497 0.252 1.930
C -1.003 -0.100 -2.769
C 0.901 0.715 1.046
C -0.438 -0.005 0.506
C -1.736 -0.537 -0.915

Atom charges from the Löwdin analysis, given in e for atoms 1 to 4: number 1, K, carries 0.69; number 2, S, carries 0.48; number 3, C, carries -0.83; number 4, C, carries -0.11


Entry 2:
Formula: C28H33N7PdSSi
Source: OMol25
Level of theory: ωB97M-V/def2-TZVPD

* LUMO level: -6.67 eV
* total energy: -62183.61117 eV
* HOMO energy: -13.72 eV
* 2S+1: 1
* total charge: +2
* ΔE to the lowest compared entry with this formula, charge and spin: 0.7022 eV

Geometry (Å):
1 Pd -0.187095 0.295132 -0.605278
2 C -1.281194 -4.619815 2.194523
3 C -0.263309 -3.619279 2.716841
4 N 0.712081 -3.219949 1.706218
5 C 0.635797 -2.188575 0.883942
6 S -0.831322 -1.187537 0.979520
7 N 1.604046 -1.954305 0.025877
8 N 1.369852 -0.889492 -0.768335
9 C 2.264602 -0.549847 -1.643953
10 C 3.595347 -1.201588 -1.757378
11 C 1.838176 0.479561 -2.609625
12 C 2.616815 0.935270 -3.654320
13 C 2.031252 1.758795 -4.609998
14 C 0.690789 2.078192 -4.508819
15 C -0.026732 1.609977 -3.418216
16 N 0.539204 0.849304 -2.485576
17 H -2.005797 -4.855727 2.972932
18 H -0.798258 -5.548196 1.890728
19 H -1.820448 -4.215232 1.336598
20 H 0.302109 -4.033450 3.551222
21 H -0.754577 -2.719307 3.087841
22 H 1.530285 -3.800426 1.579791
23 H 3.746686 -1.911980 -0.952823
24 H 4.370165 -0.432161 -1.720615
25 H 3.687420 -1.717088 -2.715633
26 H 3.651263 0.635858 -3.737958
27 H 2.619136 2.122853 -5.441914
28 H 0.197575 2.681150 -5.257326
29 H -1.077979 1.825453 -3.286036
30 N -3.435652 0.893275 -0.134701
31 C -2.777424 2.072307 -0.444670
32 C -3.502001 3.266555 -0.502517
33 C -2.858553 4.438179 -0.823069
34 C -1.494349 4.400206 -1.105551
35 C -0.844435 3.197118 -1.005696
36 N -1.453029 2.045333 -0.650277
37 C -3.420359 -0.252806 -0.954305
38 C -4.458864 -1.173620 -0.805222
39 C -4.426985 -2.320180 -1.567569
40 C -3.365944 -2.521330 -2.447964
41 C -2.391625 -1.553153 -2.513215
42 N -2.408158 -0.422024 -1.788380
43 H -4.337985 1.048028 0.290168
44 H -4.568778 3.245490 -0.326059
45 H -3.410223 5.366950 -0.877788
46 H -0.944647 5.287785 -1.382486
47 H 0.217601 3.134758 -1.187242
48 H -5.265041 -0.987113 -0.107611
49 H -5.217813 -3.052832 -1.479089
50 H -3.301796 -3.405035 -3.065325
51 H -1.541519 -1.670843 -3.176280
52 C 1.285100 2.858412 1.247466
53 Si 0.559270 1.202045 1.697946
54 C -0.917188 1.463564 2.800468
55 C 1.917393 0.162998 2.389205
56 C 3.200293 0.199441 1.834381
57 C 4.236435 -0.526362 2.396009
58 C 4.006156 -1.289132 3.534781
59 C 2.743618 -1.322840 4.109842
60 C 1.703839 -0.607964 3.534479
61 H 1.720205 3.163274 2.207718
62 H 0.561354 3.614781 0.963342
63 H 2.104055 2.839439 0.528019
64 H -0.529957 1.851585 3.748861
65 H -1.503815 0.575130 3.009645
66 H -1.575088 2.232916 2.391078
67 H 3.401126 0.811690 0.960491
68 H 5.227120 -0.487100 1.962836
69 H 4.818514 -1.845370 3.983596
70 H 2.572862 -1.897807 5.010555
71 H 0.720394 -0.643338 3.991902

Atoms 1-6, force components in eV/Å:
Pd -0.337 0.415 -0.913
C -0.005 -0.011 -0.028
C -0.045 0.014 0.038
N 0.288 -0.185 -0.028
C -0.181 0.314 -0.439
S 0.116 0.157 0.380

Atom charges from the Löwdin analysis, given in e for atoms 1 to 4: number 1, Pd, carries 0.82; number 2, C, carries -0.07; number 3, C, carries -0.25; number 4, N, carries 0.03


Entry 3:
Formula: C28H34AlN8O7P3
Source: OMol25
Level of theory: ωB97M-V/def2-TZVPD

* LUMO level: -6.13 eV
* total energy: -90304.36092 eV
* HOMO energy: -11.94 eV
* 2S+1: 1
* total charge: +2
* ΔE to the lowest compared entry with this formula, charge and spin: 0.0000 eV

Geometry (Å):
1 Al -0.285721 -0.435665 0.199552
2 N -1.629206 -3.992373 3.045215
3 C -0.535368 -2.988226 2.730038
4 C 0.632011 -3.233899 3.687130
5 P -1.200869 -1.289057 2.994030
6 O -2.667578 -1.465565 2.336644
7 O -1.247886 -0.921057 4.406913
8 O -0.396311 -0.418615 2.012168
9 P -0.089867 -3.369299 0.958239
10 O 1.501730 -3.236048 0.872278
11 O -0.600956 -4.727776 0.713138
12 O -0.580912 -2.204679 0.088760
13 H -1.656470 -4.224960 4.039032
14 H -1.451437 -4.827515 2.456091
15 H -2.541059 -3.618803 2.764168
16 H 0.308820 -3.076632 4.716850
17 H 1.432954 -2.524725 3.484962
18 H 1.034909 -4.241936 3.574168
19 H -3.362944 -1.095913 2.899998
20 H 1.949889 -4.091790 0.933007
21 C -4.697106 7.521971 -9.931424
22 O -4.875907 7.682454 -8.527553
23 C -4.340166 6.770762 -7.706466
24 C -4.550595 6.980283 -6.337668
25 C -4.043954 6.099072 -5.416324
26 C -3.310817 4.978281 -5.828250
27 C -3.101905 4.780109 -7.188955
28 C -3.607191 5.661132 -8.129493
29 C -2.799844 4.063147 -4.821541
30 N -2.895293 4.231636 -3.514319
31 C -2.299854 3.144762 -2.963749
32 C -1.813329 2.287225 -3.937766
33 N -2.143669 2.893354 -5.120943
34 C -1.153565 1.064355 -3.636177
35 C -0.633513 0.118548 -4.540859
36 C -0.043149 -1.027343 -4.066591
37 C 0.044550 -1.243084 -2.688977
38 N -0.419985 -0.358623 -1.820010
39 C -1.011088 0.769326 -2.271313
40 C -1.510873 1.647309 -1.251235
41 N -1.318844 1.238562 0.031250
42 C -1.756001 2.014741 1.019889
43 C -2.409472 3.222992 0.778824
44 C -2.613908 3.641806 -0.515153
45 C -2.156122 2.840538 -1.573491
46 H -5.208603 8.359375 -10.393530
47 H -5.143140 6.587498 -10.276628
48 H -3.638612 7.550968 -10.195947
49 H -5.119677 7.847466 -6.031967
50 H -4.209072 6.261295 -4.360268
51 H -2.529519 3.934681 -7.554202
52 H -3.426250 5.480177 -9.177973
53 H -1.974754 2.549102 -6.050177
54 H -0.704044 0.283687 -5.608369
55 H 0.350564 -1.770365 -4.744936
56 H 0.479801 -2.145468 -2.281220
57 H -1.568226 1.666305 2.025832
58 H -2.743940 3.814131 1.619035
59 H -3.118732 4.572898 -0.738542
60 C 5.073329 0.203844 0.439091
61 N 4.324136 0.493111 1.663431
62 C 4.160382 1.942259 1.789141
63 N 3.518919 2.555636 0.622468
64 C 4.288205 2.211890 -0.575589
65 N 4.459185 0.769406 -0.764171
66 C 3.206813 0.106450 -1.103297
67 P 1.996867 0.322129 0.276053
68 C 3.051418 -0.208271 1.700927
69 C 2.125687 2.155018 0.500647
70 H 5.174813 -0.876222 0.321712
71 H 6.069892 0.632554 0.542823
72 H 5.149054 2.386296 1.902274
73 H 3.578033 2.166278 2.683798
74 H 5.277875 2.658367 -0.481570
75 H 3.799978 2.636690 -1.454297
76 H 3.388114 -0.956576 -1.276446
77 H 2.803956 0.531318 -2.026230
78 H 3.216664 -1.285667 1.646610
79 H 2.517662 0.013124 2.628222
80 H 1.576705 2.441421 1.401634
81 H 1.664488 2.667507 -0.347932

Atoms 1-6, force components in eV/Å:
Al -0.073 -0.129 -0.080
N -0.022 0.023 -0.080
C 0.008 -0.055 0.024
C -0.009 0.033 -0.022
P -0.030 -0.007 0.065
O -0.026 -0.012 -0.034

Atom charges from the Löwdin analysis, given in e for atoms 1 to 4: number 1, Al, carries 0.00; number 2, N, carries 0.19; number 3, C, carries -0.47; number 4, C, carries -0.06